C22H39Br15IN5O4PS as an isolated structure, computed with ωB97M-V with the def2-TZVPD basis set.

Computed properties:
Orbital gap = 6.54 eV
E_LUMO = -4.3 eV
HOMO energy = -10.9 eV

The geometry in ORCA input format:
```
! RIJCOSX wB97M-V def2-TZVPD def2/J DEFGRID3
* xyz 1 1
N -0.4694 -1.3787 1.5465
C -0.6550 -0.2665 0.5703
C 0.7163 0.1813 -0.0806
P 0.9361 2.0392 0.3390
O -0.5495 2.8040 0.1067
O 1.2475 2.1839 1.9831
C 1.9849 -0.5591 0.4872
N 3.2677 0.0955 0.1502
C 2.0937 -2.0809 -0.0303
C 1.1194 -2.3378 -1.2088
C 1.3781 -3.7118 -1.9469
C 0.3374 -4.7804 -1.5067
C -1.1284 -4.3927 -1.9534
C -1.9975 -4.0722 -0.6947
C -3.4996 -3.7591 -1.0532
C -3.9395 -2.4248 -0.3718
C -5.2313 -1.7901 -1.0222
S -5.2659 -0.0607 -0.4289
C -6.7181 0.7793 -1.0310
N -7.9888 0.6818 -0.7144
N -8.6625 1.5842 -1.4503
C -7.7962 2.2335 -2.2091
O -6.5549 1.7432 -1.9713
N 1.1716 -1.2228 -2.1965
I 3.0593 -1.0725 -3.1318
C 0.7623 0.1152 -1.6380
C -0.5484 0.5663 -2.3594
C -0.2746 1.0615 -3.8432
O -1.1590 2.1027 -4.2301
H -0.0863 -1.0353 2.4206
H -1.3462 -1.8701 1.6918
H -1.4189 -0.6251 -0.1483
H -1.0981 0.5720 1.1647
H -1.1322 2.6891 0.8810
H 0.4226 2.4498 2.4294
H 1.9682 -0.6456 1.5946
H 3.1929 0.7411 -0.6279
H 3.6854 0.5376 0.9611
H 3.1348 -2.3019 -0.3367
H 1.8476 -2.7363 0.8299
H 0.0828 -2.4260 -0.8080
H 2.4103 -4.0704 -1.7477
H 1.3252 -3.5639 -3.0575
H 0.4199 -4.8794 -0.3997
H 0.6205 -5.7722 -1.9289
H -1.0248 -3.4902 -2.6021
H -1.5619 -5.2060 -2.5710
H -1.5293 -3.2419 -0.1121
H -1.9466 -4.9708 -0.0356
H -4.1111 -4.5703 -0.5996
H -3.6739 -3.7253 -2.1507
H -4.1306 -2.5904 0.7124
H -3.1350 -1.6512 -0.4510
H -5.1747 -1.9075 -2.1224
H -6.0765 -2.4126 -0.6544
H -8.0058 3.0522 -2.9057
H 0.5310 -1.4662 -2.9603
H 1.5488 0.8410 -1.9603
H -1.2169 -0.3282 -2.4586
H -1.1162 1.3537 -1.8270
H 0.7594 1.4430 -3.9782
H -0.3616 0.1660 -4.5154
H -2.0232 1.6841 -4.3590
C 6.8540 -0.6122 -5.3306
Br 6.8634 0.7923 -4.0034
Br 8.5674 -0.8024 -6.1932
Br 6.2377 -2.2892 -4.5845
H 6.1421 -0.3237 -6.0943
C 4.1595 2.8661 3.8773
Br 5.0991 4.4145 3.2097
Br 5.0202 1.2178 3.3402
Br 3.9028 2.9486 5.7894
H 3.1753 2.8710 3.4237
C -2.7980 1.6256 3.4324
Br -2.0250 0.3843 4.6960
Br -1.4508 2.7684 2.6352
Br -3.8641 0.7184 2.0957
H -3.4678 2.2718 3.9882
C 7.5313 7.9867 1.9569
Br 6.0847 8.0458 3.2364
Br 7.0796 6.9061 0.4190
Br 8.1093 9.7565 1.4465
H 8.3697 7.5070 2.4470
C -1.4459 1.3164 8.4329
Br -0.8873 -0.4413 9.0150
Br -2.8771 2.0113 9.5272
Br 0.0426 2.5443 8.3324
H -1.8378 1.2115 7.4273
*
```

=====

A 2-piece molecular cluster, C3H9S2 overall, computed with ωB97M-V with the def2-TZVPD basis set.

Computed properties:
Energy relative to the best compared isomer or geometry (same formula, charge and spin) = 14.98 kcal/mol
Orbital gap = 6.20 eV
E_LUMO = 3.4 eV
HOMO energy = -2.8 eV

The geometry in ORCA input format:
```
! RIJCOSX wB97M-V def2-TZVPD def2/J DEFGRID3
* xyz -1 1
S -0.5539 0.7753 2.0363
H -0.5706 1.2052 3.3580
C 1.3969 0.5844 -0.3751
C 0.0993 0.7363 -1.1195
S -0.3268 -0.9842 -1.6127
C -1.0720 -1.4889 -0.0462
H 1.8188 1.5148 0.0102
H 2.1215 0.0421 -1.0131
H 1.1895 -0.0530 0.4962
H 0.3193 1.3410 -2.0101
H -0.7418 1.1432 -0.5319
H -0.3661 -1.5744 0.7959
H -1.8379 -0.7529 0.2477
H -1.4762 -2.4889 -0.2357
*
```

=====

C28H44F5KN4O6STe as an isolated structure, computed with ωB97M-V with the def2-TZVPD basis set.

Computed properties:
Energy relative to the best compared isomer or geometry (same formula, charge and spin) = 14.67 kcal/mol
Orbital gap = 5.11 eV
E_LUMO = 3.7 eV
HOMO energy = -1.4 eV

The geometry in ORCA input format:
```
! RIJCOSX wB97M-V def2-TZVPD def2/J DEFGRID3
* xyz -2 1
K 0.3191 0.1200 0.2023
C 4.2847 -1.3524 -2.4710
C 3.4889 -2.3170 -1.5986
C 2.1282 -2.6027 -2.2452
C 3.2992 -1.8310 -0.1731
C 3.5231 -0.5157 0.2198
C 3.2862 -0.1115 1.5298
C 2.7958 -0.9966 2.4813
C 2.4322 -0.5209 3.8632
C 2.5779 -2.3158 2.0910
C 2.8304 -2.7218 0.7924
H 4.4371 -1.7867 -3.4611
H 5.2638 -1.1297 -2.0384
H 3.7384 -0.4183 -2.6076
H 4.0463 -3.2616 -1.5327
H 1.5749 -1.6693 -2.3687
H 1.5271 -3.2793 -1.6340
H 2.2641 -3.0491 -3.2340
H 3.8368 0.2227 -0.5063
H 3.4210 0.9304 1.7905
H 2.6009 -1.2991 4.6105
H 1.3771 -0.2371 3.9088
H 3.0144 0.3578 4.1427
H 2.1770 -3.0267 2.8070
H 2.6248 -3.7482 0.5066
N -1.0995 -1.3989 -2.4008
C -2.4821 -1.0051 -2.1267
C -2.7093 0.1806 -1.1607
O -3.8139 0.1340 -0.5394
N -1.7964 1.1210 -1.1557
C -2.1448 2.2887 -0.3726
C -1.7533 2.3331 1.1241
O -1.8655 3.4525 1.6810
O -1.3645 1.2778 1.6991
H -1.0235 -1.8666 -3.2937
H -0.7407 -2.0166 -1.6824
H -3.1014 -1.8249 -1.7392
H -2.9346 -0.6916 -3.0727
H -3.2301 2.4629 -0.3644
H -1.6795 3.1723 -0.8224
C 0.6445 8.3297 4.8272
C -0.1725 7.0474 4.9199
N -0.1558 6.2817 3.6826
C -1.4298 6.1049 2.9861
C -1.9200 7.3835 2.3233
C 0.9577 5.5334 3.4483
O 1.8732 5.4844 4.2678
C 1.0575 4.7799 2.1603
C 0.8488 5.3732 0.9233
C 1.0503 4.6259 -0.2216
C 1.4569 3.3068 -0.0896
N 1.6512 2.7208 1.0927
C 1.4492 3.4491 2.1851
H 0.6115 8.8771 5.7726
H 0.2580 8.9773 4.0381
H 1.6831 8.0887 4.6041
H -1.2158 7.2787 5.1416
H 0.2167 6.4246 5.7281
H -2.1677 5.7694 3.7228
H -1.3576 5.2816 2.2752
H -2.0604 8.1938 3.0454
H -2.8762 7.1943 1.8336
H -1.2163 7.7295 1.5644
H 0.5337 6.4074 0.8613
H 0.8832 5.0325 -1.2093
H 1.6171 2.6871 -0.9629
H 1.5964 2.9540 3.1390
C -0.9624 -4.7546 2.3096
C -2.1457 -4.1090 1.6087
S -1.7755 -2.4437 0.9697
O -0.3646 -2.5446 0.4500
C -1.7174 -1.5641 2.5463
C -3.1091 -1.0374 2.8673
H -1.1284 -5.8266 2.4314
H -0.7908 -4.3270 3.2974
H -0.0617 -4.6023 1.7130
H -3.0285 -4.0135 2.2444
H -2.4312 -4.6785 0.7225
H -1.0590 -0.7117 2.3706
H -1.2857 -2.2100 3.3132
H -3.4516 -0.4115 2.0402
H -3.0676 -0.4204 3.7651
H -3.8282 -1.8459 3.0333
F 1.0379 2.2052 -5.3994
Te 1.0938 1.3813 -3.6966
F 2.8548 2.1025 -3.7571
F 1.7120 -0.1094 -4.6863
F 0.4889 3.0593 -3.0976
F -0.6406 0.9048 -4.1680
O 1.3807 0.6458 -2.1014
*
```

=====

C2H3ClF2O as an isolated structure, computed with ωB97M-V with the def2-TZVPD basis set.

Computed properties:
Energy relative to the best compared isomer or geometry (same formula, charge and spin) = 47.93 kcal/mol
Orbital gap = 11.22 eV
E_LUMO = 0.7 eV
HOMO energy = -10.5 eV

The geometry in ORCA input format:
```
! RIJCOSX wB97M-V def2-TZVPD def2/J DEFGRID3
* xyz 0 1
C 0.4684 0.4825 -0.2967
C -1.9921 -0.0744 0.5067
O -0.7421 1.0594 -0.1007
F 0.9530 -0.2052 0.8034
F -1.5784 -1.3051 0.0501
Cl -3.4646 0.3264 -0.0681
H 1.2822 1.3985 -0.5312
H 0.5520 -0.2260 -1.1820
H -2.0279 -0.1047 1.6279
*
```

=====

C28H24CsN6O3S2 as an isolated structure, computed with ωB97M-V with the def2-TZVPD basis set.

Computed properties:
Energy relative to the best compared isomer or geometry (same formula, charge and spin) = 6.86 kcal/mol
Orbital gap = 6.29 eV
E_LUMO = 2.1 eV
HOMO energy = -4.2 eV

The geometry in ORCA input format:
```
! RIJCOSX wB97M-V def2-TZVPD def2/J DEFGRID3
* xyz -1 1
Cs -1.4254 1.8625 0.4017
O -4.9923 3.4806 0.4911
C -4.2421 2.8870 1.3074
N -3.2132 3.3484 1.9715
C -2.9424 4.7308 1.6952
C -1.5089 5.1794 1.9384
C -1.2684 6.5566 2.0330
C 0.0142 7.0141 2.2271
C 1.0490 6.0901 2.3310
C 0.7275 4.7528 2.2221
N -0.5140 4.2963 2.0265
C -4.5332 1.3898 1.5042
C -5.6970 0.8740 0.9322
C -6.0026 -0.4604 1.1140
C -5.1334 -1.2552 1.8503
C -3.9865 -0.6664 2.3546
N -3.6825 0.6206 2.1929
H -3.5648 5.3925 2.3168
H -3.2013 5.0038 0.6587
H -2.1010 7.2445 1.9559
H 0.2133 8.0765 2.3030
H 2.0731 6.3992 2.4890
H 1.5022 3.9958 2.2974
H -6.3200 1.5486 0.3634
H -6.9038 -0.8832 0.6853
H -5.3279 -2.3063 2.0189
H -3.2623 -1.2598 2.9050
C -2.0052 -1.6746 -0.7341
C -0.5019 -1.7055 -0.6689
N 0.0091 -2.0796 0.4372
N 1.3846 -2.2763 0.4969
C 2.1117 -1.3877 1.0121
S 1.5653 0.1767 1.6885
S 3.8107 -1.5464 1.3714
C 4.1051 -3.2615 0.9424
C 4.2392 -3.5851 -0.5174
C 5.2456 -3.0129 -1.2919
C 5.4055 -3.3765 -2.6161
C 4.5613 -4.3240 -3.1847
C 3.5510 -4.8854 -2.4257
C 3.3877 -4.5115 -1.0968
C 0.2765 -1.4038 -1.9069
C 0.9173 -2.4177 -2.5988
C 1.6307 -2.1662 -3.7612
C 1.6847 -0.8493 -4.2238
C 1.0521 0.1733 -3.5508
C 0.3230 -0.0540 -2.3527
O -0.2452 0.8809 -1.6864
H -2.4277 -2.0937 0.1782
H -2.2977 -2.2876 -1.5900
H -2.4229 -0.6795 -0.8978
H 3.3091 -3.8485 1.3981
H 5.0401 -3.4841 1.4654
H 5.9002 -2.2691 -0.8517
H 6.1849 -2.9166 -3.2103
H 4.6805 -4.6045 -4.2237
H 2.8720 -5.6017 -2.8717
H 2.5789 -4.9207 -0.5032
H 0.8526 -3.4289 -2.2106
H 2.1374 -2.9665 -4.2822
H 2.2371 -0.6232 -5.1306
H 1.0994 1.1922 -3.9177
O 1.0259 -1.6256 3.4436
N 0.9649 -0.4680 3.2851
*
```

=====

C43H36AsO6P2PtSSi as an isolated structure, computed with ωB97M-V with the def2-TZVPD basis set.

Computed properties:
Energy relative to the best compared isomer or geometry (same formula, charge and spin) = 13.24 kcal/mol
Orbital gap = 8.01 eV
E_LUMO = 2.3 eV
HOMO energy = -5.8 eV

The geometry in ORCA input format:
```
! RIJCOSX wB97M-V def2-TZVPD def2/J DEFGRID3
* xyz -1 1
Pt -0.2696 0.4230 0.2231
C -0.5290 1.8180 3.5085
Si 0.0916 0.3685 2.4773
C 1.9399 0.5024 2.8584
C 2.5011 0.5237 4.1393
C 3.8405 0.8225 4.3242
C 4.6425 1.1341 3.2296
C 4.1064 1.1179 1.9541
C 2.7634 0.7909 1.7741
P 2.0173 0.5382 0.1257
C 2.8102 1.7687 -0.9476
C 2.0865 2.9299 -1.2159
C 2.6343 3.9248 -2.0138
C 3.9078 3.7699 -2.5382
C 4.6381 2.6191 -2.2688
C 4.0920 1.6191 -1.4798
C 2.7736 -1.0630 -0.3079
C 3.1060 -1.3484 -1.6277
C 3.6235 -2.5865 -1.9683
C 3.7960 -3.5594 -0.9948
C 3.4518 -3.2876 0.3211
C 2.9462 -2.0430 0.6654
C -0.6686 -1.2895 3.0243
C -0.1682 -2.1281 4.0118
C -0.6273 -3.4361 4.1437
C -1.5830 -3.9199 3.2684
C -2.1201 -3.0888 2.2885
C -1.6918 -1.7746 2.1846
P -2.2450 -0.5160 0.9592
C -3.2018 0.6583 1.9935
C -3.7983 0.3035 3.1971
C -4.5363 1.2395 3.9098
C -4.6885 2.5267 3.4144
C -4.1029 2.8791 2.2045
C -3.3579 1.9500 1.4960
C -3.6683 -1.0949 -0.0219
C -4.6499 -1.9587 0.4619
C -5.7970 -2.1933 -0.2800
C -5.9869 -1.5448 -1.4934
C -5.0376 -0.6451 -1.9510
C -3.8849 -0.4126 -1.2156
H -0.1965 1.6973 4.5445
H -1.6025 1.9818 3.5120
H -0.0436 2.7165 3.1151
H 1.8792 0.3216 5.0055
H 4.2617 0.8330 5.3223
H 5.6847 1.3892 3.3768
H 4.7276 1.3570 1.0997
H 1.0727 3.0264 -0.8485
H 2.0396 4.7970 -2.2522
H 4.3277 4.5382 -3.1764
H 5.6292 2.4918 -2.6867
H 4.6583 0.7156 -1.2900
H 2.9416 -0.6082 -2.3977
H 3.8650 -2.7981 -3.0024
H 4.1871 -4.5330 -1.2634
H 3.5718 -4.0470 1.0837
H 2.6745 -1.8433 1.6946
H 0.6271 -1.7774 4.6614
H -0.2080 -4.0857 4.9026
H -1.9063 -4.9515 3.3303
H -2.8332 -3.4960 1.5871
H -3.6687 -0.6979 3.5905
H -4.9880 0.9645 4.8550
H -5.2596 3.2579 3.9729
H -4.2158 3.8843 1.8186
H -2.8655 2.2285 0.5688
H -4.5494 -2.4246 1.4317
H -6.5485 -2.8762 0.0967
H -6.8809 -1.7362 -2.0744
H -5.1730 -0.1256 -2.8905
H -3.1532 0.2859 -1.5939
O -2.6673 1.7016 -3.5777
As -0.9625 1.8920 -3.1360
O -0.6138 3.3994 -3.7011
O -0.7314 1.7387 -1.4863
C 0.2132 0.6508 -4.0813
C 1.2509 1.3084 -4.7403
C 2.2629 0.5912 -5.3620
C 2.2348 -0.7951 -5.3500
C 1.1962 -1.4574 -4.7147
C 0.1886 -0.7437 -4.0768
S -1.1029 -1.6845 -3.2692
O -2.2696 -0.8347 -3.4087
O -1.1595 -2.9428 -3.9864
O -0.6634 -1.8168 -1.8800
H -2.8438 2.5586 -3.9929
H 1.2453 2.3915 -4.7382
H 3.0721 1.1161 -5.8555
H 3.0143 -1.3588 -5.8496
H 1.1252 -2.5381 -4.7212
*
```

=====

One molecule with the formula C3H5NO2, computed with ωB97M-V with the def2-TZVPD basis set.

Computed properties:
Energy relative to the best compared isomer or geometry (same formula, charge and spin) = 30.56 kcal/mol
Orbital gap = 9.50 eV
E_LUMO = 0.7 eV
HOMO energy = -8.8 eV
SMILES = C=C(O)NC=O

The geometry in ORCA input format:
```
! RIJCOSX wB97M-V def2-TZVPD def2/J DEFGRID3
* xyz 0 1
C -1.7457 -0.2707 0.1484
C -0.4876 0.1688 -0.0015
O -0.2905 1.4762 -0.3021
N 0.6732 -0.5705 0.1429
C 1.9713 -0.1653 -0.1040
O 2.9269 -0.8488 0.1841
H -1.1610 1.6665 -0.6869
H -2.4617 0.4579 0.5154
H -2.0537 -1.2960 0.0324
H 0.5824 -1.4451 0.6420
H 2.0464 0.8270 -0.5707
*
```

=====

C26H36DyP as an isolated structure, computed with ωB97M-V with the def2-TZVPD basis set.

Computed properties:
Energy relative to the best compared isomer or geometry (same formula, charge and spin) = 7.16 kcal/mol
Orbital gap (spin up / spin down) = 6.10 / 8.30 eV
E_LUMO (spin up / spin down) = -8.6 / -6.4 eV
HOMO energy (spin up / spin down) = -14.7 / -14.7 eV
⟨S²⟩ = 8.920

The geometry in ORCA input format:
```
! RIJCOSX wB97M-V def2-TZVPD def2/J DEFGRID3
* xyz 2 6
C -3.1695 -0.2915 -0.5733
H -4.1616 -0.1236 -0.1236
H -3.1969 0.2504 -1.5476
H -2.4723 0.2013 0.1639
C -2.8898 -1.7831 -0.7468
H -2.0166 -1.9574 -1.4113
H -2.6281 -2.2187 0.2254
C -4.1259 -2.5114 -1.2968
H -3.9411 -3.5780 -1.4273
H -4.9667 -2.4014 -0.6017
H -4.4371 -2.0990 -2.2599
C 1.7476 1.0050 -1.7936
C 1.3183 -0.0855 -2.6258
C 0.1167 0.3406 -3.3106
C -0.2010 1.6782 -2.8623
C 0.7988 2.0757 -1.8984
C 0.9530 3.4143 -1.2687
C -1.4036 2.4794 -3.2166
C -0.7111 -0.5304 -4.1883
C 2.0465 -1.3672 -2.8236
C 3.0814 1.1185 -1.1549
Dy -0.4612 0.1834 -1.0215
H -1.5065 3.3326 -2.5385
H -1.3336 2.8859 -4.2348
H -2.3154 1.8700 -3.1662
H 0.0013 3.9542 -1.2281
H 1.3162 3.3051 -0.2445
H 1.6691 4.0614 -1.7990
H 3.4445 0.1551 -0.7828
H 3.7888 1.4911 -1.9171
H 3.0709 1.8232 -0.3179
H 1.3725 -2.1698 -3.1457
H 2.8422 -1.2912 -3.5803
H 2.5271 -1.6781 -1.8934
H -1.7731 -0.4664 -3.9159
H -0.6267 -0.2445 -5.2453
H -0.3841 -1.5730 -4.1147
C 1.7385 -2.4320 0.8316
P 0.7589 -0.9378 1.2501
C -0.2938 -1.3419 2.6714
C 0.2115 -2.2341 3.6338
C -0.6268 -2.7134 4.6423
C -1.9567 -2.2708 4.6941
C -2.4251 -1.2978 3.8003
C -1.5567 -0.7394 2.8703
C 1.6269 0.5743 1.8530
C 0.7977 1.7232 1.8312
C 1.2720 2.9658 2.2642
C 2.5729 3.0760 2.7842
C 3.3984 1.9517 2.8217
C 2.9333 0.7058 2.3754
H 1.0798 -3.2573 0.4700
H 2.2534 -2.8289 1.7178
H 2.4649 -2.2711 0.0042
H 1.2652 -2.5306 3.5982
H -0.2327 -3.4166 5.3724
H -2.6081 -2.6486 5.4832
H -3.4565 -0.9354 3.8778
H -1.8246 0.2071 2.3629
H -0.2788 1.6417 1.5881
H 0.6064 3.8362 2.2499
H 2.9203 4.0460 3.1764
H 4.4133 2.0476 3.2162
H 3.5733 -0.1747 2.4467
*
```

=====

One molecule with the formula C2H2OS2, computed with ωB97M-V with the def2-TZVPD basis set.

Computed properties:
Energy relative to the best compared isomer or geometry (same formula, charge and spin) = 40.03 kcal/mol
Orbital gap = 7.98 eV
E_LUMO = -1.5 eV
HOMO energy = -9.4 eV
SMILES = O=C(S)C=S

The geometry in ORCA input format:
```
! RIJCOSX wB97M-V def2-TZVPD def2/J DEFGRID3
* xyz 0 1
C -0.6484 -0.2736 -0.0910
C 0.7889 -0.5693 -0.3361
H -0.3248 1.9208 1.4977
H 0.7640 -1.4281 -0.8571
O -1.4724 -0.9601 -0.5709
S -1.2692 1.2656 0.4284
S 2.1619 0.0447 -0.0709
*
```